Below is C27H33CeF6N5O5S3 as an isolated structure in a non-equilibrium geometry, with properties calculated with ωB97M-V/def2-TZVPD.

Structure (XYZ):
```
80
C27H33CeF6N5O5S3 | the OMol25 dataset | ωB97M-V/def2-TZVPD
Ce 0.01087 0.00010 -0.36356
N 3.46364 2.65930 -2.17957
C 2.26995 2.16085 -1.81014
O 2.05660 1.81296 -0.64344
C 1.20713 2.06261 -2.86152
C 0.53944 0.69316 -2.81907
H 4.21237 2.62018 -1.50692
H 3.70127 2.73004 -3.15190
H 1.62074 2.30254 -3.84284
H 0.48141 2.83775 -2.62027
H 1.17822 -0.03861 -3.31060
H -0.38847 0.75564 -3.38717
F -3.88226 2.16512 -2.39016
C -3.89805 2.55993 -1.12756
F -4.04356 3.86599 -1.05807
F -4.86420 1.94924 -0.46902
S -2.27330 2.10754 -0.42678
O -2.21820 0.62944 -0.46071
O -1.27912 2.73643 -1.26323
N -2.40439 2.74632 1.00966
S -1.03396 2.67036 1.80422
O -0.39548 3.90492 2.08090
O -0.19866 1.60984 1.18260
C -1.56318 2.03830 3.45917
F -2.55057 1.18352 3.37138
F -0.50118 1.48351 4.02607
F -1.95093 3.08764 4.16681
C -1.10063 -2.02529 -3.13204
C -2.10385 -2.46664 -2.10372
C -3.21848 -3.24436 -2.50754
C -4.12809 -3.63155 -1.58044
C -3.94517 -3.28111 -0.22289
C -4.86172 -3.68098 0.77523
C -4.63164 -3.32540 2.07011
C -3.48531 -2.58074 2.40898
C -2.56202 -2.17957 1.46969
S -1.12649 -1.33710 1.99303
C -2.80419 -2.51877 0.10954
N -1.91445 -2.11084 -0.85521
H -1.03178 -2.75133 -3.94194
H -0.11345 -1.91880 -2.68369
H -1.39782 -1.07018 -3.57098
H -3.32791 -3.51102 -3.55073
H -4.99550 -4.21987 -1.85935
H -5.73164 -4.26126 0.49326
H -5.32658 -3.61772 2.84711
H -3.30396 -2.31102 3.44267
C 2.47846 -5.10182 -2.02969
C 2.56561 -4.46382 -0.63484
C 1.88728 -5.38093 0.39215
C 4.03793 -4.25970 -0.25490
C 1.87633 -3.16523 -0.64913
C 1.30607 -2.08672 -0.63966
H 2.99414 -6.06570 -2.03668
H 2.93766 -4.45329 -2.77838
H 1.43579 -5.26138 -2.31220
H 2.35692 -6.36817 0.38428
H 0.82606 -5.49428 0.16390
H 1.96889 -4.96099 1.39674
H 4.57220 -5.21302 -0.28865
H 4.12033 -3.84933 0.75403
H 4.51979 -3.56340 -0.94360
N 1.81519 -0.15502 1.56222
C 2.32328 -0.25663 2.59254
N 2.87430 -0.35978 3.77823
C 2.76909 0.72443 4.76283
C 1.85059 0.30646 5.92210
C 1.82062 -1.22217 6.07649
C 3.17802 -1.82445 5.71719
C 3.44806 -1.64466 4.22118
H 2.39803 1.61171 4.25614
H 3.77373 0.95026 5.12075
H 0.84041 0.67917 5.75244
H 2.21954 0.77105 6.83854
H 1.06186 -1.64503 5.41195
H 1.53711 -1.48815 7.09393
H 3.20997 -2.88850 5.94917
H 3.96422 -1.34463 6.30669
H 2.96512 -2.43718 3.65039
H 4.51617 -1.67261 4.00118
```

Calculated values
LUMO energy (spin up / spin down) ... -1.800 / 0.347 eV
2S+1 ... 1
Molecular weight ... 857.9 g mol⁻¹
Calculated total energy ... -107960.6596 eV
Orbital gap (spin up / spin down) ... 4.97 / 7.17 eV
Energy above the lowest of the compared OMol25 structures with the same formula, charge and spin ... 137.4 kJ/mol
Strongest force on any atom ... 0.0714 hartree/bohr
Charge ... 0